[1]
DFT (wB97M-V/def2-TZVPD) results for a structure of composition C19H23N3NiO7P2S2.

E_LUMO (alpha / beta) = 0.281 / 0.282 eV
ΔE to the lowest compared entry with this formula, charge and spin = 0.0 kcal per mole
Kohn-Sham gap (alpha / beta) = 0.2807 / 0.2807 Ha
E_HOMO (alpha / beta) = -0.27041 / -0.27038 Ha

Positions of all 57 atoms, in Å:
Ni  -0.3541  1.0748  -0.2188
N  -0.3308  2.2569  3.9971
C  -0.6250  2.8533  2.6324
C  -0.9133  4.3387  2.7646
P  0.9813  2.5979  1.6995
O  1.2466  1.0869  2.1692
O  1.9260  3.5373  2.3323
O  0.6062  2.6691  0.2309
P  -2.0384  1.8601  1.9643
O  -3.3609  2.7003  2.3301
O  -2.0292  0.5867  2.7269
O  -1.9630  1.8701  0.4430
H  0.6402  2.4624  4.2512
H  -0.4849  1.2405  3.8993
H  -0.9638  2.6126  4.7121
H  -0.0407  4.8601  3.1578
H  -1.7879  4.5250  3.3918
H  -1.1163  4.7462  1.7736
H  1.5329  0.4130  1.5069
H  -3.6367  3.2663  1.5997
O  1.3263  0.4683  -0.6978
N  1.4949  -0.6782  -1.3743
C  1.3575  -0.6159  -2.7199
C  1.5955  -1.6972  -3.5086
C  2.0204  -2.8835  -2.8787
C  2.1668  -2.9251  -1.5250
C  1.8931  -1.8003  -0.6860
S  2.0312  -1.8102  0.9788
H  1.0600  0.3585  -3.0777
H  1.4784  -1.6226  -4.5788
H  2.2440  -3.7613  -3.4719
H  2.5116  -3.8172  -1.0211
N  -1.2584  -0.5876  -0.2066
S  -1.5415  -1.7241  -1.2656
C  -1.8489  -3.1885  -0.2990
C  -2.9608  -3.2607  0.5312
C  -3.1164  -4.3673  1.3463
C  -2.1712  -5.3875  1.3239
C  -1.0670  -5.3035  0.4908
C  -0.8984  -4.1947  -0.3272
C  -3.1874  -1.4784  -1.9466
C  -3.8370  -0.2834  -1.6961
C  -5.0869  -0.0695  -2.2667
C  -5.6598  -1.0371  -3.0765
C  -4.9885  -2.2301  -3.3254
C  -3.7444  -2.4554  -2.7620
H  -1.8641  -0.6372  0.6114
H  -3.6934  -2.4625  0.5397
H  -3.9737  -4.4344  2.0025
H  -2.2973  -6.2498  1.9653
H  -0.3282  -6.0935  0.4829
H  -0.0321  -4.1029  -0.9689
H  -3.3693  0.4615  -1.0610
H  -5.6098  0.8583  -2.0754
H  -6.6323  -0.8653  -3.5187
H  -5.4375  -2.9847  -3.9575
H  -3.2185  -3.3856  -2.9435

***

[2]
DFT (wB97M-V/def2-TZVPD) results for a structure of composition C2H10N3 at a distorted geometry.

E_LUMO = -3.361 eV
Charge = +1
ΔE to the lowest compared entry with this formula, charge and spin = 70.5 kcal per mole
Kohn-Sham gap = 0.4116 Ha
E_HOMO = -0.53508 Ha

Positions of all 15 atoms, in Å:
C  0.2424  -0.1826  -2.5024
N  1.0319  -0.6887  -1.3942
H  0.8596  -0.4563  -3.4492
H  0.1442  0.9174  -2.3973
H  -0.8344  -0.6223  -2.4544
H  0.9387  -1.6715  -1.4190
H  1.9698  -0.4043  -0.8903
H  0.3438  -0.0673  -0.3965
N  -0.5397  0.7629  3.0333
C  -0.7324  0.7856  1.7506
N  -0.1604  0.0409  0.8186
H  -1.2799  0.9923  3.5955
H  -0.2832  -0.1176  3.2621
H  -1.4348  1.6359  1.3252
H  -0.2654  -0.9243  1.1179

***

[3]
DFT (wB97M-V/def2-TZVPD) results for a cluster of 2 separate species, C4H9NO in total at a distorted geometry.

E_LUMO = 1.016 eV
SMILES = C=C=O.CCN
ΔE to the lowest compared entry with this formula, charge and spin = 42.9 kcal per mole
Kohn-Sham gap = 0.3656 Ha
E_HOMO = -0.32825 Ha

Positions of all 15 atoms, in Å:
C  -0.4103  0.5589  2.3768
C  -1.0034  1.2797  1.4497
O  -1.5283  1.9821  0.6749
H  -0.1697  -0.4707  2.1535
H  -0.1974  1.0079  3.3394
C  1.4779  -0.4088  -0.8947
C  0.0672  -0.1267  -1.3960
N  -0.9193  -0.7308  -0.4981
H  2.2262  0.0421  -1.5558
H  1.6698  -1.4895  -0.8585
H  1.6106  -0.0025  0.1141
H  -0.1132  0.9545  -1.3951
H  -0.0297  -0.4690  -2.4404
H  -1.8590  -0.5035  -0.8113
H  -0.8367  -1.7440  -0.5320

***

[4]
DFT (wB97M-V/def2-TZVPD) results for the molecule C3H4O2S2 at a distorted geometry.

E_LUMO = -0.781 eV
SMILES = CSC(=O)C(O)=S
ΔE to the lowest compared entry with this formula, charge and spin = 7.2 kcal per mole
Kohn-Sham gap = 0.3124 Ha
E_HOMO = -0.34105 Ha

Positions of all 11 atoms, in Å:
C  -0.2113  1.4658  -2.5148
S  -0.7832  0.0374  -1.5834
C  0.1829  0.3956  -0.1733
O  0.9432  1.3210  -0.0359
C  0.0547  -0.6515  0.9292
O  -0.8341  -1.5276  0.6107
S  0.7984  -0.5760  2.3854
H  -0.7058  1.3838  -3.5305
H  0.8868  1.4383  -2.6481
H  -0.5077  2.3853  -1.9959
H  -0.9475  -2.1976  1.2978

***

[5]
DFT (wB97M-V/def2-TZVPD) results for the ion C3H5N4O with charge +1 at a distorted geometry.

E_LUMO (alpha / beta) = -6.954 / -6.956 eV
Charge = +1
ΔE to the lowest compared entry with this formula, charge and spin = 124.2 kcal per mole
Kohn-Sham gap (alpha / beta) = 0.3180 / 0.3179 Ha
E_HOMO (alpha / beta) = -0.57356 / -0.57350 Ha

Positions of all 13 atoms, in Å:
C  0.4625  1.0881  -0.1576
C  1.4599  -1.0630  0.0999
C  -0.1257  -1.1905  0.2280
N  -0.5563  0.2278  0.2075
N  -0.0506  2.2895  -0.2615
N  -1.6223  0.9962  0.4667
N  -1.3294  2.1448  0.1414
O  -0.6374  -1.7285  -0.9553
H  2.1331  -0.9411  0.9823
H  1.8142  -0.9375  -0.9158
H  -0.6439  -1.7720  1.0558
H  0.4691  3.1481  -0.2368
H  -1.3733  -2.2618  -0.6545

***

[6]
DFT (wB97M-V/def2-TZVPD) results for the molecule C2HCl3S2 at a distorted geometry.

E_LUMO (alpha / beta) = -1.757 / -1.756 eV
SMILES = S=C(S)C(Cl)(Cl)Cl
ΔE to the lowest compared entry with this formula, charge and spin = 21.8 kcal per mole
Kohn-Sham gap (alpha / beta) = 0.2669 / 0.2670 Ha
E_HOMO (alpha / beta) = -0.33150 / -0.33155 Ha

Positions of all 8 atoms, in Å:
S  -1.5779  1.7510  -0.2921
C  0.2825  1.5362  -0.2434
S  1.0113  -0.0079  0.0280
C  1.1466  2.6669  -0.6097
Cl  0.5757  4.1745  0.0527
Cl  1.3190  2.6334  -2.4491
Cl  2.7286  2.3011  0.0009
H  -0.1156  -0.5856  0.5381